1.
C72H74IrN11O7Se2 | ωB97M-V/def2-TZVPD

E_LUMO (spin up / spin down)   0.8 / 0.4 eV
Frontier orbital gap (spin up / spin down)   4.43 / 4.24 eV
2S+1   2
Charge   -1
HOMO energy (spin up / spin down)   -3.6 / -3.8 eV
DFT total energy   -8824.325566 a.u.

Atoms and positions in Å:
Ir  -0.082  0.630  -0.146
C  4.737  5.089  4.476
C  3.913  3.863  4.058
C  4.857  2.772  3.554
C  3.101  3.334  5.244
C  2.972  4.247  2.897
O  3.073  3.796  1.784
N  2.041  5.178  3.257
C  1.118  5.852  2.444
C  0.827  7.168  2.805
C  -0.051  7.942  2.075
C  -0.652  7.402  0.950
C  -0.393  6.093  0.604
C  0.475  5.279  1.338
C  0.514  3.853  0.954
C  -0.009  2.936  1.880
C  -0.468  3.289  3.175
C  -1.061  2.184  3.713
C  -0.969  1.151  2.741
N  -0.312  1.615  1.634
C  -1.556  -0.120  2.914
C  -1.554  -1.123  1.933
C  -2.042  -2.442  2.082
C  -1.689  -3.131  0.936
C  -1.014  -2.217  0.114
C  -0.119  -2.544  -1.051
C  -0.133  -1.562  -2.183
N  -0.129  -0.230  -1.983
C  0.030  0.356  -3.214
C  0.279  1.724  -3.411
C  0.559  2.629  -2.371
C  1.052  3.948  -2.584
C  1.188  4.522  -1.354
C  0.744  3.568  -0.398
N  0.424  2.396  -1.036
C  0.250  2.280  -4.787
C  -0.880  2.986  -5.170
C  -0.986  3.539  -6.435
C  0.056  3.372  -7.327
C  1.200  2.683  -6.960
C  1.327  2.131  -5.687
N  2.434  1.458  -5.169
C  3.691  1.038  -5.507
O  4.341  0.494  -4.637
C  4.275  1.234  -6.911
C  4.497  2.732  -7.169
C  3.391  0.536  -7.959
C  5.652  0.561  -6.933
C  0.080  -0.652  -4.206
C  0.015  -1.862  -3.541
C  -0.417  -3.927  -1.598
C  0.576  -4.879  -1.801
C  0.273  -6.187  -2.141
C  -1.048  -6.567  -2.296
C  -2.040  -5.605  -2.220
C  -1.735  -4.276  -1.941
N  -2.748  -3.305  -1.934
C  -3.773  -2.960  -2.759
O  -4.588  -2.156  -2.339
C  -3.924  -3.501  -4.191
C  -2.655  -4.057  -4.832
C  -5.026  -4.570  -4.179
C  -4.399  -2.314  -5.045
N  -0.949  -1.004  0.704
C  -2.088  -0.388  4.265
C  -1.202  -0.344  5.339
C  -1.631  -0.459  6.646
C  -2.987  -0.582  6.906
C  -3.887  -0.656  5.860
C  -3.451  -0.600  4.539
N  -4.324  -0.791  3.464
C  -5.663  -1.012  3.494
O  -6.373  -0.752  4.447
C  -6.223  -1.735  2.256
C  -7.708  -1.386  2.127
C  -5.490  -1.422  0.952
C  -6.079  -3.229  2.589
H  5.479  4.800  5.219
H  4.117  5.869  4.914
H  5.257  5.507  3.617
H  5.541  2.459  4.340
H  5.433  3.136  2.707
H  4.280  1.916  3.216
H  3.772  2.916  5.993
H  2.419  2.552  4.910
H  2.515  4.116  5.722
H  2.141  5.582  4.177
H  1.301  7.585  3.684
H  -0.263  8.956  2.380
H  -1.341  7.989  0.361
H  -0.896  5.658  -0.246
H  -0.396  4.261  3.623
H  -1.555  2.106  4.661
H  -2.532  -2.841  2.948
H  -1.877  -4.166  0.727
H  1.278  4.384  -3.538
H  1.570  5.497  -1.124
H  -1.683  3.099  -4.457
H  -1.872  4.084  -6.721
H  -0.007  3.788  -8.323
H  1.977  2.589  -7.696
H  2.255  1.203  -4.195
H  3.650  3.344  -6.877
H  4.711  2.905  -8.223
H  5.354  3.069  -6.590
H  2.340  0.535  -7.687
H  3.698  -0.504  -8.054
H  3.502  1.009  -8.933
H  6.306  1.013  -6.193
H  6.099  0.666  -7.919
H  5.562  -0.494  -6.689
H  0.198  -0.491  -5.260
H  0.093  -2.842  -3.975
H  1.613  -4.600  -1.700
H  1.072  -6.902  -2.264
H  -1.304  -7.597  -2.495
H  -3.075  -5.878  -2.368
H  -2.696  -2.678  -1.132
H  -2.380  -5.027  -4.431
H  -1.828  -3.370  -4.683
H  -2.820  -4.166  -5.904
H  -4.759  -5.405  -3.535
H  -5.184  -4.946  -5.189
H  -5.956  -4.143  -3.814
H  -3.606  -1.574  -5.134
H  -5.261  -1.840  -4.584
H  -4.676  -2.657  -6.040
H  -0.152  -0.211  5.118
H  -0.919  -0.433  7.459
H  -3.347  -0.628  7.923
H  -4.941  -0.758  6.059
H  -3.849  -0.914  2.579
H  -7.825  -0.373  1.749
H  -8.180  -1.443  3.105
H  -8.205  -2.076  1.450
H  -5.392  -0.349  0.800
H  -6.050  -1.826  0.111
H  -4.502  -1.877  0.918
H  -6.645  -3.471  3.487
H  -5.037  -3.492  2.757
H  -6.457  -3.832  1.765
O  5.301  -1.685  5.918
C  4.132  -2.469  5.842
C  3.240  -1.979  4.683
C  2.025  -2.920  4.588
O  1.232  -2.552  3.497
C  4.043  -1.987  3.391
Se  3.088  -1.062  1.922
C  2.822  -0.543  4.970
Se  1.934  0.256  3.387
H  5.874  -2.058  6.593
H  3.569  -2.391  6.784
H  4.382  -3.526  5.682
H  1.438  -2.854  5.520
H  2.383  -3.952  4.477
H  0.633  -3.267  3.244
H  4.223  -3.000  3.027
H  5.001  -1.486  3.546
H  3.712  0.048  5.200
H  2.124  -0.485  5.808
O  1.735  -1.213  -0.304
N  1.241  -2.436  -0.449
C  1.720  -3.452  0.356
C  0.949  -4.387  1.018
N  0.418  -5.175  1.684
C  3.079  -3.637  0.573
N  4.188  -3.894  0.795



2.
C23H65N4O11Zn | ωB97M-V/def2-TZVPD

E_LUMO   -4.4 eV
Frontier orbital gap   5.89 eV
Charge   +1
HOMO energy   -10.3 eV
DFT total energy   -3741.031489 a.u.
Relative energy (zero: lowest compared OMol25 entry of this formula, charge and spin)   0.0 kJ/mol

Atoms and positions in Å:
Zn  6.630  1.347  -5.804
O  8.425  2.339  -2.605
C  7.652  1.984  -3.620
O  7.534  0.774  -3.977
O  7.100  2.850  -4.365
H  8.662  1.440  -2.248
C  7.409  -1.819  0.068
C  7.437  -0.625  -0.853
C  6.545  0.523  -0.413
O  8.770  -0.135  -1.023
H  6.379  -2.155  0.205
H  7.855  -1.620  1.043
H  7.953  -2.662  -0.365
H  7.072  -0.912  -1.850
H  6.571  1.346  -1.129
H  6.782  0.887  0.587
H  5.485  0.253  -0.430
H  9.351  -0.816  -1.379
C  10.343  5.247  -0.509
C  10.960  6.446  -1.215
C  12.241  6.135  -1.990
O  12.827  7.292  -2.511
C  13.507  7.082  -3.714
N  9.958  7.060  -2.089
H  9.778  4.586  -1.170
H  9.653  5.644  0.233
H  11.111  4.623  -0.049
H  11.188  7.246  -0.502
H  11.909  5.464  -2.803
H  12.970  5.552  -1.406
H  12.835  6.781  -4.531
H  14.292  6.326  -3.644
H  13.908  8.026  -4.081
H  10.422  7.658  -2.771
H  9.513  6.362  -2.686
C  2.481  0.987  -6.272
C  3.959  1.116  -6.652
C  4.339  2.571  -6.908
O  5.756  2.685  -6.858
C  6.266  3.962  -7.241
N  4.775  0.511  -5.546
H  2.272  1.513  -5.342
H  2.206  -0.063  -6.155
H  1.816  1.343  -7.062
H  4.153  0.510  -7.540
H  3.905  3.249  -6.162
H  3.909  2.877  -7.865
H  7.348  3.884  -7.368
H  6.100  4.719  -6.473
H  5.926  4.273  -8.229
H  4.489  -0.467  -5.514
H  4.389  0.829  -4.628
C  13.014  -0.417  -4.872
C  11.786  0.486  -4.994
C  11.584  1.450  -3.849
O  11.415  0.724  -2.654
C  11.435  1.553  -1.494
N  11.882  1.221  -6.265
H  13.064  -1.007  -5.785
H  12.956  -1.053  -3.991
H  13.878  0.239  -4.748
H  10.917  -0.191  -5.023
H  10.708  2.097  -4.021
H  12.403  2.177  -3.757
H  12.422  1.996  -1.333
H  11.149  0.885  -0.685
H  10.667  2.309  -1.681
H  10.973  1.633  -6.476
H  11.995  0.564  -7.032
C  12.117  -4.347  -5.595
C  10.949  -4.168  -6.567
C  9.995  -3.077  -6.160
O  9.346  -3.375  -4.941
C  8.200  -2.614  -4.692
N  11.479  -3.799  -7.901
H  12.561  -3.366  -5.399
H  12.897  -5.022  -5.936
H  11.736  -4.704  -4.631
H  10.416  -5.104  -6.746
H  9.218  -2.933  -6.922
H  10.524  -2.113  -6.079
H  8.518  -1.618  -4.348
H  7.726  -3.026  -3.801
H  7.492  -2.497  -5.517
H  12.178  -3.068  -7.780
H  12.033  -4.560  -8.280
C  3.998  2.530  -2.565
O  3.910  1.148  -2.935
H  3.005  2.971  -2.495
H  4.545  2.667  -1.633
H  4.574  2.991  -3.366
H  3.469  0.565  -2.311
C  6.497  5.734  -2.221
O  5.646  6.133  -1.152
H  5.940  5.130  -2.952
H  6.972  6.562  -2.744
H  7.248  5.038  -1.846
H  4.752  6.170  -1.496
C  9.765  5.090  -5.451
O  8.822  5.291  -4.418
H  9.353  4.681  -6.383
H  10.194  6.057  -5.710
H  10.564  4.416  -5.123
H  8.271  4.501  -4.331



- Which of these has the highest charge?
  C23H65N4O11Zn



- Among the records above, which one has the highest charge?
  C23H65N4O11Zn



- Among the records above, which one has the lowest charge?
  C72H74IrN11O7Se2